ORCA calculation (wB97M-V/def2-TZVPD) on a 15-piece molecular cluster, C30H60Br30 overall.

For the max |F|, the calculation gives 2.52 eV/Å. Its HOMO-LUMO gap is 9.963 eV. The lowest unoccupied orbital energy is 0.1 eV.

```
! wB97M-V def2-TZVPD RIJCOSX def2/J DEFGRID3
* xyz 0 1
H 16.358 14.720 18.769
Br 16.621 12.185 13.462
Br 16.733 9.962 10.735
H 14.934 17.992 15.512
H 18.096 19.084 8.150
H 14.363 20.975 16.201
H 12.252 13.305 13.290
H 13.013 13.991 10.251
H 19.624 10.544 11.681
C 13.277 13.525 20.916
C 10.608 15.918 18.135
H 16.703 14.627 11.965
C 16.552 14.121 14.079
H 14.884 11.605 9.661
Br 21.328 9.234 10.546
Br 17.843 6.759 14.002
H 12.976 12.875 8.720
H 13.948 18.658 16.766
H 19.198 8.844 11.976
Br 15.464 11.623 20.209
C 17.892 8.555 16.226
H 9.720 15.321 18.238
H 23.069 12.178 14.317
C 20.669 19.129 14.181
Br 19.774 17.111 9.558
C 20.532 13.655 11.426
Br 10.951 15.222 12.483
H 13.031 14.380 21.604
H 18.628 9.170 15.730
H 16.301 18.250 9.644
Br 20.918 10.883 14.399
C 17.321 14.757 18.308
H 9.808 12.638 13.347
H 18.926 9.966 9.364
C 22.797 11.128 14.039
Br 14.205 18.101 8.289
H 17.574 12.609 18.148
C 17.587 13.514 17.557
H 16.608 8.707 14.463
C 15.303 17.770 9.782
H 11.496 14.475 16.796
Br 18.988 13.288 10.346
Br 13.724 12.474 16.293
H 19.715 13.166 13.396
H 12.780 10.172 15.973
H 18.060 20.590 9.233
H 13.870 11.563 13.439
H 21.120 14.493 11.037
C 18.595 19.662 8.910
H 14.532 10.221 15.680
H 23.366 9.166 14.829
H 15.404 16.712 9.922
H 21.235 12.841 11.353
H 14.069 19.303 10.501
C 14.899 20.190 15.615
H 23.491 10.511 15.938
Br 20.059 20.361 7.750
C 16.312 15.038 12.899
H 18.101 15.021 19.080
H 20.219 19.838 14.884
C 13.604 10.701 15.487
H 13.948 17.743 11.409
H 16.176 7.346 15.535
Br 25.553 10.505 14.400
Br 14.411 15.279 12.753
H 16.722 16.048 13.039
C 14.293 12.592 21.530
Br 12.205 11.740 10.731
C 11.722 14.953 17.740
H 11.797 14.204 18.491
H 16.959 13.416 16.727
H 19.943 19.391 10.606
C 19.114 18.890 10.109
C 23.630 10.214 14.934
H 12.274 10.709 13.765
H 17.508 14.389 14.569
C 13.289 13.019 9.782
C 14.259 18.786 15.730
H 15.138 12.786 10.904
C 14.750 12.636 9.886
Br 21.772 14.489 13.810
C 19.568 9.539 11.242
H 10.804 12.118 14.935
H 23.020 10.958 13.022
H 22.119 17.468 13.875
H 12.003 14.359 14.626
H 13.614 13.956 20.018
Br 16.904 9.695 17.524
C 18.499 9.389 10.168
Br 21.743 17.283 16.337
H 18.441 7.807 16.771
H 15.803 14.180 14.860
Br 10.943 16.949 19.708
H 10.414 16.573 17.254
C 20.101 13.995 12.877
H 18.471 8.335 9.934
Br 16.692 20.039 16.337
H 14.959 20.601 14.572
C 10.367 12.907 14.234
Br 13.881 8.968 13.367
C 16.958 7.984 15.148
H 18.271 18.700 10.793
H 19.399 14.786 12.843
Br 9.122 13.909 15.302
H 22.786 18.869 14.677
Br 17.271 16.327 17.034
Br 19.470 13.715 16.781
C 21.871 18.248 14.601
C 11.477 13.847 13.785
Br 15.656 13.786 8.609
H 13.891 11.814 22.117
H 14.990 13.091 22.161
Br 13.455 15.817 17.516
Br 11.632 12.569 20.611
Br 15.886 19.320 12.134
Br 12.733 18.531 14.501
C 13.336 10.751 13.948
Br 19.044 17.929 13.785
C 14.577 18.455 10.917
H 20.935 19.531 13.177
*
```